(1)
2 unconnected molecules or ions with the total composition C3H8O2 in a non-equilibrium geometry, computed with ωB97M-V/def2-TZVPD.

XYZ file:
```
13
Properties=species:S:1:pos:R:3:nbo_charge:R:1
H -1.35 1.67 3.98 0.201
H -0.21 -0.96 2.87 0.205
H 0.35 -0.04 4.26 0.201
H 1.25 0.59 -4.92 0.099
O 1.00 -1.34 -5.67 -0.720
C -0.54 -0.32 3.68 -0.606
H -1.28 -0.79 4.33 0.205
H 0.51 -1.16 -6.46 0.495
C -1.27 0.94 3.18 -0.607
C 1.78 -0.30 -5.27 0.642
H -0.92 1.44 2.27 0.203
O 2.97 -0.37 -5.17 -0.516
H -2.29 0.66 2.92 0.197
```

The value obtained for the energy is -269.5584 a.u. The multiplicity is 1. The calculation puts the orbital gap at 11.695 eV. Its structure (SMILES) is O=CO.CC. As for the relative energy (zero: lowest compared OMol25 entry of this formula, charge and spin): 22.9 kcal/mol. The value obtained for the HOMO energy is -0.4051 Eh.



(2)
2 unconnected molecules or ions with the total composition C3H8O2 in a non-equilibrium geometry, computed with ωB97M-V/def2-TZVPD.

XYZ file:
```
13
Properties=species:S:1:pos:R:3:nbo_charge:R:1
H 0.23 -1.35 -1.99 0.218
H 1.98 0.78 1.15 0.460
C -0.49 0.21 -0.59 -0.244
C -0.18 -0.34 -1.96 -0.643
H -0.53 -1.64 0.37 0.164
H 0.57 0.32 -2.41 0.216
H -1.58 -0.34 2.13 0.487
C -0.69 -0.57 0.46 0.103
H -1.00 -0.21 -2.66 0.220
H -0.26 1.26 -0.46 0.207
O 1.80 0.95 2.08 -0.947
O -0.70 -0.14 1.78 -0.725
H 0.84 1.08 2.11 0.483
```

The value obtained for the energy is -269.5404 a.u. The multiplicity is 1. The calculation puts the orbital gap at 10.486 eV. Its structure (SMILES) is C/C=C/O.O. As for the relative energy (zero: lowest compared OMol25 entry of this formula, charge and spin): 34.2 kcal/mol. The value obtained for the HOMO energy is -0.3557 Eh.



(3)
A single C3H8O2 molecule in a non-equilibrium geometry, computed with ωB97M-V/def2-TZVPD.

XYZ file:
```
13
Properties=species:S:1:pos:R:3:nbo_charge:R:1
C 1.01 -0.51 0.49 -0.053
H 2.87 -1.19 0.47 0.468
C 0.12 0.03 -0.63 -0.444
O 2.20 -0.95 -0.17 -0.725
O -2.03 1.04 -0.91 -0.727
C -1.18 0.37 0.03 -0.058
H -1.67 -0.55 0.40 0.154
H -2.78 1.43 -0.47 0.466
H 0.56 0.99 -1.02 0.213
H 1.22 0.26 1.27 0.154
H 0.57 -1.30 1.11 0.156
H -1.11 1.00 0.91 0.164
H 0.20 -0.63 -1.49 0.233
```

The value obtained for the energy is -269.5504 a.u. The multiplicity is 1. The calculation puts the orbital gap at 11.078 eV. Its structure (SMILES) is OCCCO. As for the relative energy (zero: lowest compared OMol25 entry of this formula, charge and spin): 27.9 kcal/mol. The value obtained for the HOMO energy is -0.3737 Eh.



> Which formula does entry 2 have?

C3H8O2



> Which formula does entry 1 have?

C3H8O2